Below is a 6-piece molecular cluster, C22H31N5OS overall in a non-equilibrium geometry, with properties calculated with the ωB97M-V functional and the def2-TZVPD basis.

Properties
relative energy (zero: lowest compared OMol25 entry of this formula, charge and spin): 61.58 kcal per mole

```
! RIJCOSX wB97M-V def2-TZVPD def2/J DEFGRID3
* xyz 0 1
C -24.3753 -8.9355 12.1262
S -25.7156 -9.5810 10.9444
O -26.9083 -9.9183 11.8171
C -25.9776 -8.0695 9.8634
H -24.7967 -8.1166 12.7092
H -23.4859 -8.6156 11.5832
H -24.1502 -9.7939 12.7591
H -26.5166 -7.2638 10.3618
H -26.5993 -8.5685 9.1200
H -24.9167 -7.9542 9.6413
N -20.5394 -1.9257 13.8241
C -20.6615 -2.7151 12.6771
C -19.6025 -3.6111 12.6464
C -18.9758 -3.5042 13.8761
C -19.5226 -2.4446 14.5589
H -21.0933 -1.0938 13.9700
H -21.2754 -2.3898 11.8502
H -19.3124 -4.3218 11.8866
H -18.2133 -4.2294 14.1191
H -19.0642 -2.1713 15.4978
N -24.3769 3.2201 19.0478
C -24.6713 3.0544 17.7346
C -23.6814 3.5784 16.9389
C -22.7153 3.9959 17.7602
C -23.1240 3.7611 19.0513
H -24.9727 3.0144 19.8370
H -25.6013 2.5688 17.4781
H -23.8569 3.5402 15.8739
H -21.7098 4.3475 17.5821
H -22.6076 4.0467 19.9558
N -23.4476 -8.3204 19.1232
C -23.0875 -9.5137 19.6142
C -21.9649 -9.8785 18.8681
C -21.6186 -8.8198 17.9538
C -22.5802 -7.8440 18.1444
H -24.2314 -7.8181 19.5151
H -23.7580 -9.9051 20.3650
H -21.4230 -10.8117 18.9134
H -20.8663 -8.6544 17.1968
H -22.8925 -6.9382 17.6460
N -28.3310 -1.7401 12.9049
C -29.5348 -2.2822 12.3454
C -29.5853 -3.5373 12.8559
C -28.5926 -3.8487 13.7892
C -27.9560 -2.6796 13.8588
H -27.9369 -0.8279 12.7244
H -30.2179 -1.8553 11.6260
H -30.4268 -4.2140 12.8339
H -28.4336 -4.7927 14.2893
H -27.1513 -2.4977 14.5558
N -19.1247 -6.4189 5.0170
C -18.1843 -7.4007 4.8797
C -18.4015 -8.4017 5.7603
C -19.6205 -8.1252 6.3981
C -19.9535 -6.8489 6.0640
H -18.9767 -5.4625 4.7282
H -17.4114 -7.1884 4.1559
H -17.7741 -9.2654 5.9243
H -20.1962 -8.8696 6.9280
H -20.7601 -6.1785 6.3216
*
```

natural (NBO) atomic charge list, values in e, 2 entries:
1 C -0.792
2 S 1.162

***

Below is C22H31N5RhSSe2Si as an isolated structure, with properties calculated with the ωB97M-V functional and the def2-TZVPD basis.

Properties
E_tot: -6730.85151 Eh
⟨S²⟩: 6.04

```
! RIJCOSX wB97M-V def2-TZVPD def2/J DEFGRID3
* xyz 3 5
Rh -1.3486 -0.1122 -0.6897
Se -2.7086 0.2175 -2.8266
Se -3.0128 -2.6076 0.1187
C -3.8547 -1.0114 0.6950
C -5.0813 -0.9536 1.3371
C -5.5983 0.2919 1.6450
C -4.8929 1.4352 1.2840
C -3.6867 1.2957 0.6377
N -3.1593 0.0857 0.3579
C -2.0941 -1.4918 -3.2720
C -2.4233 -2.1184 -4.4653
C -1.9345 -3.4059 -4.6786
C -1.1577 -3.9935 -3.6988
C -0.8777 -3.2843 -2.5284
N -1.3225 -2.0555 -2.3100
H -5.6225 -1.8594 1.5719
H -6.5548 0.3723 2.1442
H -5.2761 2.4235 1.4927
H -3.1093 2.1524 0.3190
H -3.0448 -1.6206 -5.1963
H -2.1659 -3.9355 -5.5930
H -0.7643 -4.9929 -3.8218
H -0.2707 -3.7336 -1.7509
C 1.4825 4.2709 1.2173
Si 2.7977 3.5514 0.1259
C 4.2010 2.8310 1.0923
C 3.3211 4.7690 -1.1643
C 2.0972 2.0601 -0.9075
C 2.8509 1.6529 -2.0360
C 2.4386 0.6294 -2.8605
C 1.2442 -0.0446 -2.5750
N 0.5273 0.2906 -1.5223
C 0.9415 1.3228 -0.7278
S -0.3184 1.5863 0.4518
H 1.9018 5.1844 1.6488
H 1.2094 3.6224 2.0510
H 0.5806 4.5639 0.6790
H 4.7234 3.6167 1.6430
H 4.9426 2.3474 0.4536
H 3.8625 2.1001 1.8302
H 3.6391 5.6895 -0.6672
H 2.5165 5.0382 -1.8494
H 4.1746 4.4292 -1.7533
H 3.7715 2.1701 -2.2744
H 3.0164 0.3407 -3.7274
H 0.8773 -0.8567 -3.1889
N 1.4257 -2.2512 3.6247
C -0.0863 -2.1971 3.6058
C -0.5365 -1.1601 2.5906
N 0.0027 -1.3992 1.2496
C 1.4614 -1.4688 1.2725
C 1.9957 -2.5073 2.2482
H 1.7414 -2.9787 4.2711
H 1.7955 -1.3706 3.9936
H -0.4138 -1.9663 4.6180
H -0.4160 -3.2025 3.3423
H -0.2254 -0.1618 2.9131
H -1.6256 -1.1648 2.5508
H -0.4088 -2.2547 0.8819
H 1.8483 -0.4771 1.5292
H 1.8399 -1.7035 0.2773
H 3.0807 -2.4819 2.3350
H 1.6828 -3.5181 1.9856
*
```

natural (NBO) atomic charge list, values in e, 2 entries:
1 Rh 0.653
2 Se 0.484

***

Below is C22H31N7 in the gas phase in a non-equilibrium geometry, with properties calculated with the ωB97M-V functional and the def2-TZVPD basis.

Properties
relative energy (zero: lowest compared OMol25 entry of this formula, charge and spin): 7.96 kcal per mole
structure (SMILES): c1c/c(=N\C2CN(C3CCCCC3)C2)[nH]c(N2CCn3nc4c(c3C2)CCC4)n1

```
! RIJCOSX wB97M-V def2-TZVPD def2/J DEFGRID3
* xyz 0 1
C 0.2682 2.2756 -3.2669
C 0.6296 1.0858 -2.7442
C -0.1293 0.5068 -1.6542
N 0.0176 -0.5909 -1.0389
C 1.2124 -1.3712 -1.2381
C 2.6014 -0.6957 -1.1615
N 2.7555 -1.2116 0.2019
C 4.0404 -1.6639 0.6614
C 5.0500 -0.5212 0.6888
C 6.4241 -0.9951 1.1611
C 6.3433 -1.6875 2.5217
C 5.3015 -2.8065 2.5261
C 3.9403 -2.3111 2.0382
C 1.6649 -2.1708 -0.0082
N -1.2134 1.3204 -1.2914
C -1.4900 2.5362 -1.8632
N -2.6091 3.2203 -1.4162
C -3.7263 3.3167 -2.3442
C -4.4168 1.9658 -2.5281
N -4.6678 1.3887 -1.2182
N -5.4554 0.3092 -1.0653
C -5.3254 0.0104 0.2113
C -4.4592 0.8662 0.8868
C -4.0248 1.7599 -0.0645
C -3.0929 2.9401 -0.0702
C -4.3587 0.5057 2.3402
C -4.9295 -0.9370 2.3340
C -5.8650 -1.0674 1.1029
N -0.7990 3.0175 -2.8334
H 0.8334 2.7000 -4.0869
H 1.4729 0.5555 -3.1612
H 1.0659 -2.0027 -2.1190
H 3.3098 -1.1342 -1.8814
H 2.6484 0.3937 -1.2324
H 4.4322 -2.4338 -0.0352
H 5.1342 -0.0699 -0.3037
H 4.6799 0.2633 1.3571
H 6.8457 -1.6860 0.4236
H 7.1083 -0.1460 1.2144
H 7.3222 -2.0860 2.7978
H 6.0839 -0.9494 3.2878
H 5.6429 -3.6261 1.8855
H 5.2037 -3.2213 3.5312
H 3.5370 -1.5802 2.7470
H 3.2309 -3.1426 2.0118
H 0.9542 -2.2449 0.8177
H 2.0117 -3.1794 -0.2783
H -1.8115 0.9679 -0.5543
H -4.4293 4.0439 -1.9354
H -3.3879 3.7052 -3.3025
H -5.3551 2.0589 -3.0723
H -3.7736 1.2797 -3.0862
H -2.2575 2.7793 0.6115
H -3.6137 3.8287 0.2932
H -3.3448 0.5461 2.7401
H -4.9819 1.1629 2.9530
H -4.1037 -1.6426 2.2257
H -5.4338 -1.1863 3.2677
H -6.9119 -0.8899 1.3598
H -5.7995 -2.0590 0.6559
*
```

natural (NBO) atomic charge list, values in e, 2 entries:
1 C 0.061
2 C -0.363

***

Below is C22H32AsBr2N14SScSi2 as an isolated structure, with properties calculated with the ωB97M-V functional and the def2-TZVPD basis.

Properties
relative energy (zero: lowest compared OMol25 entry of this formula, charge and spin): 8.89 kcal per mole

```
! RIJCOSX wB97M-V def2-TZVPD def2/J DEFGRID3
* xyz 0 1
Sc 0.1516 -0.1167 -0.1165
Br 0.4507 -3.6635 5.8558
C 0.3916 -2.6925 4.2483
C 1.1814 -1.5739 4.0801
C 1.1005 -0.8978 2.8736
N 0.2918 -1.2865 1.8847
C -0.4680 -2.3806 2.0530
C -0.4465 -3.1127 3.2269
C -1.3105 -2.7771 0.8878
C -2.1437 -3.8862 0.9014
C -2.8596 -4.1769 -0.2473
Br -4.0010 -5.6699 -0.2735
C -2.7357 -3.3795 -1.3731
C -1.8823 -2.2922 -1.3021
N -1.1994 -1.9992 -0.1925
H 1.8528 -1.2329 4.8541
H 1.7097 -0.0190 2.6775
H -1.0550 -3.9941 3.3538
H -2.2351 -4.5174 1.7712
H -3.2782 -3.5961 -2.2814
H -1.7481 -1.6174 -2.1421
N 0.5373 3.2916 -1.0272
C -0.3730 2.5489 -1.7380
N -1.2492 3.0669 -2.5770
N -1.9660 2.0072 -3.0094
N -1.5520 0.9228 -2.4691
N -0.5083 1.2247 -1.6444
C 1.3474 2.8250 -0.0220
N 2.1005 3.6251 0.7112
N 2.6978 2.8067 1.5994
N 2.3419 1.5912 1.4063
N 1.4692 1.5488 0.3606
H 0.6027 4.2709 -1.2472
C 4.7827 -0.3622 -0.5450
Si 3.6537 -0.4161 -2.0426
C 4.5818 -1.1905 -3.4822
C 3.2091 1.3331 -2.5626
As 1.6844 -1.6411 -1.6813
Si 2.5011 -3.5422 -0.6175
C 1.1786 -4.8800 -0.7602
C 2.9693 -3.3808 1.2036
C 4.0278 -4.2023 -1.4885
H 5.6798 0.2223 -0.7697
H 5.1013 -1.3666 -0.2543
H 4.2804 0.1009 0.3069
H 5.4820 -0.6054 -3.6948
H 3.9581 -1.1910 -4.3784
H 4.8856 -2.2180 -3.2838
H 3.9842 1.7312 -3.2226
H 3.1331 1.9985 -1.7018
H 2.2600 1.3597 -3.1032
H 0.2044 -4.5339 -0.4114
H 1.4545 -5.7599 -0.1704
H 1.0641 -5.1874 -1.8014
H 3.5648 -2.4831 1.3837
H 3.5652 -4.2478 1.5041
H 2.0933 -3.3412 1.8542
H 3.8545 -4.3116 -2.5603
H 4.2926 -5.1821 -1.0804
H 4.8858 -3.5414 -1.3501
C -0.6907 3.8870 3.5457
C -1.6646 3.9772 2.3677
C -2.0760 2.6197 1.8981
N -1.3192 1.8562 1.2041
N -1.8646 0.6286 0.9164
C -3.0656 0.4882 1.3963
N -3.8177 -0.6417 1.2486
S -3.6056 1.8681 2.2836
H -0.4034 4.8858 3.8713
H 0.2131 3.3558 3.2462
H -1.1426 3.3662 4.3919
H -1.1776 4.4737 1.5272
H -2.5484 4.5588 2.6322
H -3.5652 -1.2158 0.4577
H -4.8107 -0.5429 1.3769
*
```

Löwdin atomic charge list, values in e, 2 entries:
1 Sc 0.681
2 Br 0.809